(1)
C2H8NO2P | ωB97M-V/def2-TZVPD

CARTESIAN COORDINATES (ANGSTROEM)
C (0.70, -0.29, -1.48)
P (0.48, 0.56, 0.11)
C (0.43, -0.66, 1.51)
O (1.38, 1.75, 0.12)
N (-1.19, 1.05, -0.10)
O (-2.16, 0.06, 0.10)
H (0.65, 0.47, -2.12)
H (1.71, -0.71, -1.66)
H (0.24, -1.20, -1.56)
H (0.12, -1.54, 1.14)
H (1.31, -0.73, 1.97)
H (-0.29, -0.36, 2.17)
H (-1.21, 1.93, 0.61)
H (-2.17, -0.34, -0.81)

Computed properties:
Energy above the lowest of the compared OMol25 structures with the same formula, charge and spin (kcal per mole): 79.1
Highest occupied orbital energy (eV): -9.57
Max |F| (Eh/bohr): 0.0936
Energy (eV): -17075.9601
Structure (SMILES): CP(C)(=O)NO

natural (NBO) population analysis, charges in e, atoms 1 to 8: C -1.021; P 1.981; C -0.957; O -1.074; N -0.670; O -0.567; H 0.255; H 0.253



(2)
C2H8NO2P | ωB97M-V/def2-TZVPD

CARTESIAN COORDINATES (ANGSTROEM)
C (1.42, 0.44, -1.01)
P (0.04, 0.59, 0.19)
C (0.30, -0.59, 1.55)
O (-0.27, 1.97, 0.56)
N (-1.20, -0.08, -0.82)
O (-2.18, -0.79, -0.03)
H (0.91, 0.59, -1.92)
H (2.06, 1.31, -1.04)
H (2.13, -0.44, -0.91)
H (0.96, -1.54, 1.40)
H (0.91, 0.06, 2.28)
H (-0.70, -0.90, 1.88)
H (-1.70, 0.68, -1.37)
H (-2.68, -1.29, -0.75)

Computed properties:
Energy above the lowest of the compared OMol25 structures with the same formula, charge and spin (kcal per mole): 63.8
Highest occupied orbital energy (eV): -9.40
Max |F| (Eh/bohr): 0.0407
Energy (eV): -17076.6228
Structure (SMILES): CP(C)(=O)NO

natural (NBO) population analysis, charges in e, atoms 1 to 8: C -1.017; P 2.027; C -1.035; O -1.086; N -0.685; O -0.585; H 0.245; H 0.249



(3)
C2H8NO3 | ωB97M-V/def2-TZVPD

CARTESIAN COORDINATES (ANGSTROEM)
N (-0.95, -0.70, -0.77)
C (-0.94, 0.18, 0.43)
O (-1.46, 1.36, 0.16)
C (0.88, 0.15, 0.67)
O (1.16, 0.67, -0.66)
O (1.15, -1.17, 0.67)
H (-0.14, -0.20, -1.24)
H (-0.94, -1.74, -0.46)
H (-1.89, -0.58, -1.24)
H (-1.47, -0.22, 1.32)
H (-0.90, 1.90, -0.38)
H (1.32, 0.88, 1.53)
H (2.07, 0.71, -0.83)
H (2.11, -1.24, 0.80)

Computed properties:
Energy above the lowest of the compared OMol25 structures with the same formula, charge and spin (kcal per mole): 57.8
Highest occupied orbital energy (eV): -15.40
Total charge: +1
Max |F| (Eh/bohr): 0.0861
Energy (eV): -9827.9669
Structure (SMILES): [NH3+][C@H](O)C(O)O

natural (NBO) population analysis, charges in e, atoms 1 to 8: N -0.772; C 0.242; O -0.664; C 0.324; O -0.775; O -0.709; H 0.481; H 0.477



(4)
C2H8NOS | ωB97M-V/def2-TZVPD

CARTESIAN COORDINATES (ANGSTROEM)
C (-1.23, -0.66, 1.52)
S (0.51, -1.16, 1.24)
H (-1.91, -1.21, 0.87)
H (-1.44, 0.41, 1.40)
H (-1.43, -0.91, 2.57)
N (0.22, 0.00, -2.07)
C (-0.34, 1.16, -1.39)
O (0.44, 1.73, -0.36)
H (0.10, -0.85, -1.55)
H (1.18, 0.29, -2.25)
H (-1.37, 0.82, -1.12)
H (-0.57, 1.95, -2.12)
H (0.76, 0.96, 0.20)

Computed properties:
Energy above the lowest of the compared OMol25 structures with the same formula, charge and spin (kcal per mole): 10.8
Highest occupied orbital energy (eV): -2.69
Total charge: -1
Max |F| (Eh/bohr): 0.0333
Energy (eV): -16577.3620

natural (NBO) population analysis, charges in e, atoms 1 to 8: C -0.742; S -0.726; H 0.173; H 0.179; H 0.183; N -0.883; C 0.094; O -0.789



(5)
C2H8NOS | ωB97M-V/def2-TZVPD

CARTESIAN COORDINATES (ANGSTROEM)
C (0.39, 0.28, -1.82)
O (-0.45, 0.63, -0.64)
C (-0.66, -0.22, 0.32)
N (0.77, -0.42, 1.38)
S (-1.97, 0.28, 1.40)
H (-0.28, -0.06, -2.54)
H (1.40, -0.16, -1.71)
H (0.69, 1.35, -2.22)
H (-0.78, -1.35, 0.24)
H (0.47, -1.09, 2.07)
H (1.34, 0.29, 1.74)
H (1.30, -0.98, 0.79)
H (-2.23, 1.44, 1.00)

Computed properties:
Energy above the lowest of the compared OMol25 structures with the same formula, charge and spin (kcal per mole): 57.5
Highest occupied orbital energy (eV): -14.26
Total charge: +1
Max |F| (Eh/bohr): 0.0900
Energy (eV): -16567.7513
Structure (SMILES): CO[C@@H]([NH3+])S

natural (NBO) population analysis, charges in e, atoms 1 to 8: C -0.300; O -0.480; C 0.186; N -0.782; S 0.090; H 0.225; H 0.217; H 0.236



(6)
C2H8NOS | ωB97M-V/def2-TZVPD

CARTESIAN COORDINATES (ANGSTROEM)
C (-1.07, -1.28, 0.82)
C (0.27, 1.15, -0.50)
N (-0.12, -0.69, -0.27)
O (0.72, 1.45, 0.71)
S (1.35, 1.06, -1.79)
H (-1.90, -0.75, 0.50)
H (-0.77, -1.04, 1.86)
H (-1.03, -2.28, 0.45)
H (-0.65, 1.59, -0.75)
H (-0.29, -1.28, -1.14)
H (0.86, -0.88, 0.07)
H (0.10, 1.80, 1.24)
H (2.53, 1.15, -1.20)

Computed properties:
Energy above the lowest of the compared OMol25 structures with the same formula, charge and spin (kcal per mole): 53.8
Highest occupied orbital energy (eV): -14.59
Total charge: +1
Max |F| (Eh/bohr): 0.1005
Energy (eV): -16567.9097

natural (NBO) population analysis, charges in e, atoms 1 to 8: C -0.405; C 0.167; N -0.667; O -0.633; S 0.135; H 0.211; H 0.238; H 0.231



(7)
C2H8NOS | ωB97M-V/def2-TZVPD

CARTESIAN COORDINATES (ANGSTROEM)
C (1.64, 0.27, -0.07)
C (-0.36, -0.13, 0.53)
N (-0.96, 0.40, -0.81)
O (-0.62, 0.73, 1.60)
S (-0.74, -2.01, 0.75)
H (1.37, 1.31, -0.29)
H (2.33, 0.12, 0.77)
H (1.75, -0.41, -0.94)
H (-0.14, 0.64, -1.34)
H (-1.63, 1.18, -0.76)
H (-1.40, -0.40, -1.28)
H (-1.48, 0.57, 1.95)
H (0.24, -2.29, -0.11)

Computed properties:
Energy above the lowest of the compared OMol25 structures with the same formula, charge and spin (kcal per mole): 73.5
Highest occupied orbital energy (eV): -14.13
Total charge: +1
Max |F| (Eh/bohr): 0.0796
Energy (eV): -16567.0563

natural (NBO) population analysis, charges in e, atoms 1 to 8: C -0.506; C 0.266; N -0.758; O -0.687; S 0.030; H 0.201; H 0.253; H 0.209



(8)
C2H8NOS | ωB97M-V/def2-TZVPD

CARTESIAN COORDINATES (ANGSTROEM)
C (1.92, -1.03, -0.12)
C (0.96, -0.59, -1.09)
N (-0.02, -1.36, -1.41)
O (0.88, 0.56, -1.65)
S (-2.66, -0.32, 2.69)
H (1.45, -0.73, 0.79)
H (2.05, -2.05, -0.12)
H (2.94, -0.65, -0.30)
H (0.02, -2.31, -1.15)
H (-0.66, -1.14, -2.17)
H (-2.26, -1.51, 3.22)
H (1.41, 1.32, -1.37)
H (-1.56, -0.22, 1.96)

Computed properties:
Energy above the lowest of the compared OMol25 structures with the same formula, charge and spin (kcal per mole): 16.6
Highest occupied orbital energy (eV): -12.48
Total charge: +1
Max |F| (Eh/bohr): 0.0450
Energy (eV): -16569.5251

natural (NBO) population analysis, charges in e, atoms 1 to 8: C -0.724; C 0.736; N -0.669; O -0.596; S -0.248; H 0.285; H 0.266; H 0.283



(9)
C2H8NOS2 | ωB97M-V/def2-TZVPD

CARTESIAN COORDINATES (ANGSTROEM)
C (-1.33, -0.41, -0.52)
C (-0.72, 0.77, 0.16)
N (-0.03, 1.65, -0.50)
O (-0.87, 0.95, 1.43)
S (-2.93, -0.84, 0.34)
S (2.22, -0.75, 0.46)
H (-0.65, -1.26, -0.41)
H (-1.51, -0.22, -1.58)
H (0.15, 1.56, -1.49)
H (0.40, 2.42, -0.01)
H (2.96, -0.47, 1.52)
H (-1.44, 0.29, 1.87)
H (-2.87, -2.14, 0.11)
H (3.10, -1.62, -0.02)

Computed properties:
Energy above the lowest of the compared OMol25 structures with the same formula, charge and spin (kcal per mole): 0.0
Highest occupied orbital energy (eV): -13.44
Total charge: +1
Max |F| (Eh/bohr): 0.0192
Energy (eV): -27405.2639

natural (NBO) population analysis, charges in e, atoms 1 to 8: C -0.632; C 0.724; N -0.678; O -0.589; S 0.007; S -0.348; H 0.298; H 0.263



(10)
C2H8NS | ωB97M-V/def2-TZVPD

CARTESIAN COORDINATES (ANGSTROEM)
S (-3.40, -0.27, 0.20)
H (-3.23, -0.36, 1.53)
C (0.04, -0.66, 0.59)
N (0.18, 0.46, -0.29)
C (1.51, 0.74, -0.83)
H (-0.83, -1.26, 0.37)
H (-0.12, -0.35, 1.64)
H (0.90, -1.35, 0.48)
H (-0.56, 0.52, -0.98)
H (1.87, -0.04, -1.51)
H (1.52, 1.74, -1.27)
H (2.13, 0.81, 0.07)

Computed properties:
Energy above the lowest of the compared OMol25 structures with the same formula, charge and spin (kcal per mole): 17.1
Highest occupied orbital energy (eV): -2.49
Total charge: -1
Max |F| (Eh/bohr): 0.0321
Energy (eV): -14529.3521

natural (NBO) population analysis, charges in e, atoms 1 to 8: S -1.066; H 0.083; C -0.426; N -0.648; C -0.405; H 0.250; H 0.176; H 0.140



(11)
C2H8NS | ωB97M-V/def2-TZVPD

CARTESIAN COORDINATES (ANGSTROEM)
S (-1.10, -0.12, -2.83)
H (-1.35, -0.60, -4.12)
C (-0.75, 0.74, 0.74)
N (-0.14, -0.54, 0.40)
C (1.24, -0.54, 0.86)
H (-1.82, 0.73, 0.54)
H (-0.55, 0.87, 1.83)
H (-0.24, 1.63, 0.31)
H (-0.20, -0.61, -0.62)
H (1.80, 0.14, 0.19)
H (1.80, -1.49, 0.80)
H (1.32, -0.20, 1.89)

Computed properties:
Energy above the lowest of the compared OMol25 structures with the same formula, charge and spin (kcal per mole): 13.6
Highest occupied orbital energy (eV): -2.69
Total charge: -1
Max |F| (Eh/bohr): 0.0270
Energy (eV): -14529.5026

natural (NBO) population analysis, charges in e, atoms 1 to 8: S -1.084; H 0.103; C -0.408; N -0.650; C -0.414; H 0.211; H 0.155; H 0.159



(12)
C2H8NS | ωB97M-V/def2-TZVPD

CARTESIAN COORDINATES (ANGSTROEM)
C (-0.91, 0.29, 0.25)
C (-0.57, 0.39, -1.11)
S (-2.38, -0.98, 0.77)
N (1.95, 0.10, 0.47)
H (-1.29, 1.17, 0.76)
H (-0.20, -0.20, 0.97)
H (-0.72, 1.36, -1.58)
H (-0.58, -0.53, -1.68)
H (-1.76, -2.14, 0.50)
H (2.55, -0.70, 0.29)
H (2.54, 0.90, 0.69)
H (1.37, 0.35, -0.33)

Computed properties:
Energy above the lowest of the compared OMol25 structures with the same formula, charge and spin (kcal per mole): 90.1
Highest occupied orbital energy (eV): -14.55
Total charge: +1
Max |F| (Eh/bohr): 0.0561
Energy (eV): -14518.2654

natural (NBO) population analysis, charges in e, atoms 1 to 8: C -0.674; C 0.101; S 0.149; N -0.998; H 0.275; H 0.405; H 0.248; H 0.237